# 1
# C24H25N4O2PPt

A structure of composition C24H25N4O2PPt in a non-equilibrium geometry (ωB97M-V/def2-TZVPD, the OMol25 dataset).

```
! RIJCOSX wB97M-V def2-TZVPD def2/J DEFGRID3
* xyz 0 1
H 2.760 2.761 -0.502
C -0.671 3.051 -0.371
Pt -0.305 -0.011 -0.513
C 1.934 -3.457 -4.271
C 0.827 -1.228 -2.935
C -2.039 2.180 -1.794
O 0.299 -0.151 -2.431
H 2.353 -4.314 -4.781
H 2.671 2.067 2.789
H -1.391 5.024 -0.515
H 2.255 -2.093 -5.909
O -1.030 -0.112 1.418
H 0.536 -3.772 -0.559
H -4.863 3.653 -3.926
H -2.469 0.288 -2.719
H 2.496 -1.301 1.842
C 0.909 -2.499 -2.276
H -1.473 -2.075 7.126
H -2.355 -0.040 6.030
C -0.702 -1.275 1.902
H 3.973 2.329 0.734
H 1.285 -0.156 -4.720
N 0.066 -1.871 -0.096
H 0.129 -3.383 3.374
C -0.611 -2.849 5.318
C 1.459 -3.586 -2.992
C -4.060 3.258 -3.318
C 1.761 1.583 2.427
H 1.510 -4.546 -2.491
P 2.013 0.816 0.768
C 1.342 -1.128 -4.246
C 3.078 -0.602 1.241
C -1.314 -1.913 6.068
H -0.213 -3.733 5.800
C -1.813 -0.776 5.450
H -3.618 5.161 -2.410
H -4.303 1.274 -4.094
N -1.455 4.066 -0.807
C 0.489 -2.756 -0.938
H 3.404 -1.126 0.342
N -0.985 1.916 -0.933
C -1.616 -0.576 4.094
C -2.349 3.544 -1.723
N -0.170 -2.239 1.191
H 0.129 3.187 0.338
C -3.369 4.110 -2.477
C -0.414 -2.658 3.963
C 3.265 1.935 0.000
H -2.005 0.303 3.596
H 1.462 0.801 3.126
C -2.733 1.335 -2.654
H 0.948 2.308 2.388
H 3.808 1.368 -0.757
C -3.742 1.897 -3.409
C -0.919 -1.516 3.335
H 3.952 -0.266 1.806
C 1.877 -2.210 -4.901
*
```

Summary:
LUMO: 0.298 eV
ΔE to the lowest compared entry with this formula, charge and spin: 0.000 eV
Gap between HOMO and LUMO: 0.2486 hartree
Strongest force on any atom: 0.0237 Eh/bohr
DFT total energy: -1759.7681 Ha

# 2
# C24H25N8PdS2

A structure of composition C24H25N8PdS2 (ωB97M-V/def2-TZVPD, the OMol25 dataset).

```
! RIJCOSX wB97M-V def2-TZVPD def2/J DEFGRID3
* xyz 3 5
C -3.382 1.900 3.522
H 1.719 5.443 1.939
C -0.002 -2.618 0.633
H 3.800 -2.882 -0.381
H 0.704 -5.271 0.970
H 1.940 -4.287 1.780
N 0.250 -0.806 -1.876
C -3.681 0.672 2.963
H -4.019 2.354 4.271
N -1.695 0.768 1.612
C 2.126 -1.931 -1.029
C 0.230 3.886 2.088
H 0.821 -5.251 2.727
H 2.095 2.035 -0.639
C -0.189 2.640 1.596
C -2.675 1.800 -1.351
H -3.017 -0.816 1.562
C -0.295 -1.380 -4.239
C 0.906 -4.633 1.834
N 3.322 -2.499 -1.181
H 0.147 -2.849 2.757
N 0.482 2.013 0.643
H -2.680 2.273 -0.376
H -1.182 -1.443 -4.861
C -1.524 -3.984 2.027
C -1.628 0.260 -2.779
C -1.412 1.959 2.122
H 3.774 -2.589 -2.080
C -0.090 -3.479 1.892
H 0.012 -2.415 -4.058
C 1.389 4.481 1.566
H 2.977 4.221 0.135
H -0.842 -1.905 0.602
C 1.591 2.587 0.145
H -0.049 -3.214 -0.278
N -0.341 5.658 3.695
C -3.597 2.154 -2.296
C -2.567 0.584 -3.785
H 1.674 -1.775 -2.985
H -1.607 -4.659 2.878
S 1.561 -1.626 0.608
C -2.224 2.558 3.091
C 2.079 3.811 0.576
H -4.567 0.123 3.250
C -0.569 4.493 3.101
S -1.540 5.877 4.731
C -1.808 3.833 3.602
C -0.570 -0.658 -2.961
C -2.814 0.144 2.019
H -2.235 -3.168 2.186
Pd -0.381 0.075 -0.048
C -3.541 1.515 -3.545
H -1.833 -4.538 1.137
H 0.480 -0.888 -4.838
N 1.389 -1.546 -2.037
H -2.514 0.105 -4.751
H -4.257 1.758 -4.319
H -4.342 2.907 -2.079
N -2.420 4.545 4.531
N -1.711 0.883 -1.560
*
```

Summary:
LUMO (alpha / beta): -9.660 / -13.103 eV
ΔE to the lowest compared entry with this formula, charge and spin: 0.000 eV
Gap between HOMO and LUMO (alpha / beta): 0.1514 / 0.1272 hartree
Strongest force on any atom: 0.0185 Eh/bohr
DFT total energy: -2290.8362 Ha

# 3
# C24H25NO5

An isolated molecule of C24H25NO5 (ωB97M-V/def2-TZVPD, the OMol25 dataset).

```
! RIJCOSX wB97M-V def2-TZVPD def2/J DEFGRID3
* xyz 0 1
C 3.195 0.977 0.988
O -3.137 -2.028 2.152
H -4.661 -3.432 2.277
C 6.387 -3.141 -0.111
N -0.972 0.763 1.831
C 5.597 -0.583 -0.901
H -2.416 0.016 3.123
H 5.176 2.605 -1.256
C -4.361 0.457 -0.967
C 5.004 1.748 -0.598
C -4.354 -1.733 0.058
C 1.886 0.986 1.435
C -3.580 -1.250 1.111
O 5.217 0.615 -1.424
H 6.691 -4.129 0.199
H -3.295 1.956 0.136
H 5.773 -3.757 -2.069
C 6.510 -2.070 0.753
C -0.475 1.899 1.290
C 1.342 2.634 -0.218
H -4.647 -2.769 0.041
C -3.607 0.926 0.092
H 2.939 3.245 -1.497
H 0.609 3.287 -0.668
H 1.613 0.368 2.278
H -5.089 -3.323 -2.164
H 5.728 1.791 0.222
C -3.217 0.093 1.135
C 5.480 -1.668 -1.773
C -5.932 -2.626 -2.109
H -4.819 2.956 -2.988
H -2.688 1.668 2.487
O -4.778 1.205 -2.028
H -4.822 3.114 -1.213
C -4.405 2.561 -2.061
C 0.945 1.813 0.832
C -2.361 0.656 2.240
H 5.080 -1.487 -2.758
H -0.469 -0.102 1.714
C 2.646 2.611 -0.673
H -3.317 2.681 -2.068
O -1.120 2.927 1.198
C -3.569 -3.363 2.227
H -6.516 -2.698 -3.025
H -3.204 -3.956 1.382
H -6.567 -2.890 -1.256
H 3.913 0.332 1.471
H 6.247 0.015 1.070
C 6.122 -0.797 0.370
C 3.589 1.786 -0.072
C -4.748 -0.899 -0.976
C 5.872 -2.931 -1.381
H -3.144 -3.757 3.149
H 6.917 -2.218 1.744
O -5.501 -1.291 -2.041
*
```

Summary:
LUMO: 0.632 eV
ΔE to the lowest compared entry with this formula, charge and spin: 2.804 eV
Gap between HOMO and LUMO: 0.3023 hartree
Strongest force on any atom: 0.0094 Eh/bohr
DFT total energy: -1360.4751 Ha
SMILES string: COc1cc(OC)c(OC)cc1CNC(=O)c1ccc(COc2ccccc2)cc1

# 4
# C24H26AgO6

A structure of composition C24H26AgO6 in a non-equilibrium geometry (ωB97M-V/def2-TZVPD, the OMol25 dataset).

```
! RIJCOSX wB97M-V def2-TZVPD def2/J DEFGRID3
* xyz 2 2
H 3.280 -1.519 -3.129
C -2.918 -2.063 -0.152
H 2.568 0.044 -1.268
O 1.133 -1.360 -1.896
H 6.087 -1.226 1.168
H 4.288 -1.243 0.903
H 3.532 -2.787 -1.917
C 0.606 3.245 1.833
O 4.727 -1.059 -1.684
C -6.478 -2.804 -0.603
C 0.358 1.760 1.571
C -1.341 6.090 0.212
H 0.213 -3.012 1.210
H -0.732 5.603 2.248
H -2.539 -2.347 -1.145
C -0.455 -2.404 0.584
H -6.434 -3.857 -0.245
H -3.023 -0.965 -0.072
C 0.126 0.869 2.617
C 5.244 -1.734 0.684
C -0.063 3.756 -0.582
H 5.535 -2.902 -1.189
H 5.213 -2.756 1.100
O 1.365 2.263 -1.798
C 5.556 -1.859 -0.837
H -4.238 -3.802 -0.215
H 0.139 0.379 -2.266
C 0.116 0.002 -0.090
H -0.882 -0.945 -1.737
C -0.725 5.349 1.186
C 0.370 1.347 0.217
H -2.155 -2.207 1.934
H -0.298 -1.196 3.096
C -0.649 4.487 -1.574
H -0.349 -2.603 -0.486
H -1.804 6.319 -1.901
C -1.966 -2.635 0.934
H -1.878 7.004 0.476
C -0.126 -0.510 2.258
C -0.078 4.171 0.816
H -4.566 -2.687 1.124
O -7.551 -2.351 -0.879
C -0.150 -0.945 0.930
C -1.291 5.671 -1.185
C 0.094 -0.462 -1.558
H 2.428 -1.444 -0.233
Ag -2.382 0.595 2.583
C 2.372 -1.040 -1.260
O -5.307 -2.080 -0.720
H 6.583 -1.497 -0.990
H -0.640 4.180 -2.619
H 0.138 1.227 3.652
O 1.266 3.666 2.746
H -2.202 -3.710 1.012
C -4.287 -2.736 0.055
C 0.641 2.418 -0.852
C 3.532 -1.697 -2.069
*
```

Summary:
LUMO (alpha / beta): -8.493 / -11.364 eV
Gap between HOMO and LUMO (alpha / beta): 0.1903 / 0.0848 hartree
Strongest force on any atom: 0.0340 Eh/bohr
DFT total energy: -1527.7661 Ha